No. 1
8 unconnected molecules or ions with the total composition C37H37F3N8O4S in a non-equilibrium geometry. Source: the OMol25 dataset; level of theory: wB97M-V/def2-TZVPD.

Geometry (Å):
N 4.267 -2.001 -2.340
C 3.427 -0.933 -1.629
O 3.721 -0.735 -0.314
O 2.347 -0.152 -2.253
S 1.005 -1.115 -2.673
O -0.269 -0.201 -2.504
O 0.988 -1.563 -4.178
C 0.736 -2.621 -1.593
F -0.525 -3.280 -2.098
F 1.797 -3.652 -1.671
F 0.415 -2.193 -0.184
H 3.656 -2.444 -3.090
H 4.515 -2.747 -1.622
C -1.565 -1.247 3.763
C -0.801 -0.752 2.711
C 0.527 -1.137 2.628
N 1.127 -1.963 3.512
C 0.361 -2.426 4.524
C -0.976 -2.101 4.689
H -2.610 -0.968 3.860
H -1.230 -0.084 1.973
H 1.164 -0.780 1.823
H 0.867 -3.086 5.223
H -1.544 -2.504 5.520
C 8.035 -5.518 1.060
C 6.886 -6.292 0.936
C 5.806 -5.756 0.252
N 5.802 -4.523 -0.299
C 6.931 -3.795 -0.161
C 8.062 -4.245 0.501
H 8.902 -5.905 1.588
H 6.832 -7.287 1.361
H 4.887 -6.322 0.125
H 6.902 -2.807 -0.611
H 8.943 -3.617 0.580
C 2.055 -0.637 -7.039
C 2.713 -1.765 -7.518
C 3.325 -1.690 -8.759
N 3.318 -0.583 -9.534
C 2.671 0.496 -9.044
C 2.033 0.519 -7.814
H 1.565 -0.657 -6.070
H 2.747 -2.681 -6.939
H 3.853 -2.543 -9.175
H 2.678 1.371 -9.687
H 1.530 1.415 -7.469
C 1.586 2.580 -0.757
C 1.969 3.791 -0.188
C 1.002 4.550 0.450
N -0.295 4.186 0.549
C -0.637 3.007 -0.014
C 0.258 2.177 -0.669
H 2.317 1.957 -1.264
H 2.996 4.134 -0.240
H 1.252 5.501 0.912
H -1.686 2.737 0.078
H -0.072 1.239 -1.101
C -4.228 3.744 3.382
C -5.247 2.918 2.917
C -4.943 1.595 2.641
N -3.713 1.058 2.794
C -2.744 1.884 3.245
C -2.951 3.220 3.551
H -4.428 4.787 3.610
H -6.252 3.297 2.773
H -5.705 0.910 2.279
H -1.764 1.430 3.357
H -2.136 3.837 3.913
C -3.337 6.454 -0.464
C -4.089 7.612 -0.628
C -3.478 8.831 -0.381
N -2.192 8.961 0.013
C -1.487 7.818 0.164
C -2.009 6.555 -0.061
H -3.782 5.480 -0.649
H -5.126 7.567 -0.940
H -4.022 9.764 -0.498
H -0.457 7.949 0.484
H -1.397 5.671 0.075
C -6.659 -4.252 3.349
C -5.820 -3.591 2.458
C -4.533 -3.287 2.872
N -4.045 -3.591 4.094
C -4.883 -4.231 4.938
C -6.184 -4.581 4.614
H -7.674 -4.509 3.059
H -6.159 -3.320 1.465
H -3.839 -2.774 2.212
H -4.468 -4.463 5.915
H -6.813 -5.097 5.331

Force components x, y, z for each atom (eV/Å):
N -4.18 1.59 0.73
C 4.03 -1.71 7.55
O -2.48 -0.53 -9.00
O 0.21 -3.76 0.50
S -6.30 4.32 -6.99
O 5.57 -3.94 0.59
O 1.68 0.64 6.42
C -2.22 -4.15 3.08
F 4.74 2.58 1.63
F -3.67 3.89 0.52
F 1.68 -1.69 -5.29
H 1.29 0.72 0.94
H -0.34 1.25 -0.77
C -0.09 -0.08 0.10
C -0.03 -0.24 0.18
C 0.52 -0.55 0.58
N -0.92 0.24 0.04
C 0.56 0.29 -0.64
C 0.01 0.19 -0.18
H 0.14 -0.04 -0.07
H 0.02 -0.12 0.00
H -0.03 0.03 0.06
H -0.06 0.04 -0.03
H 0.03 0.02 -0.14
C 0.00 0.02 -0.01
C 0.19 0.21 -0.02
C -0.19 0.74 -0.40
N 0.75 -0.21 0.36
C -0.73 -0.35 -0.14
C -0.05 -0.26 0.10
H -0.11 0.05 -0.06
H -0.03 0.10 -0.06
H 0.09 0.02 0.04
H 0.08 -0.05 0.06
H -0.11 -0.04 -0.02
C -0.06 0.07 0.07
C -0.10 0.27 0.04
C 0.05 0.72 -0.61
N -0.45 -0.04 0.92
C 0.47 -0.67 -0.44
C 0.06 -0.27 0.09
H 0.10 0.01 -0.24
H -0.01 0.06 -0.06
H -0.05 0.04 0.05
H -0.01 -0.05 0.07
H 0.04 -0.07 -0.05
C 0.00 0.08 0.03
C -0.11 -0.19 -0.08
C -0.81 -0.20 0.12
N 1.08 -1.08 -0.35
C 0.18 0.77 0.43
C 0.22 0.05 0.09
H -0.12 0.18 0.14
H -0.10 -0.01 0.03
H 0.03 -0.04 -0.04
H 0.05 -0.03 -0.01
H 0.02 0.33 0.17
C 0.04 0.02 0.01
C 0.22 0.10 0.08
C 0.76 -0.46 0.05
N -0.20 1.00 0.17
C -0.53 -0.52 -0.26
C -0.30 0.11 -0.04
H 0.03 -0.12 -0.04
H 0.08 -0.06 0.01
H 0.02 0.07 0.02
H -0.13 0.20 0.07
H -0.06 -0.08 -0.07
C 0.02 0.14 0.02
C 0.13 -0.21 0.04
C 0.89 0.19 0.28
N -0.42 -0.81 -0.15
C -0.57 0.85 -0.13
C -0.31 0.08 -0.22
H 0.05 0.08 0.02
H 0.07 0.04 0.02
H 0.00 -0.08 0.00
H -0.05 -0.04 -0.03
H -0.26 0.32 0.06
C 0.00 0.00 0.00
C -0.15 -0.15 0.21
C 0.47 -0.15 0.80
N -1.01 -0.24 -0.25
C 0.64 0.44 -0.51
C -0.07 0.07 -0.25
H 0.11 0.03 0.03
H 0.06 -0.02 0.08
H -0.06 0.00 0.02
H -0.07 -0.01 -0.06
H 0.07 0.05 -0.05

Results
Electronic energy, eV: -78059.8631
SMILES: NC(=O)OS(=O)(=O)C(F)(F)F.c1ccncc1.c1ccncc1.c1ccncc1.c1ccncc1.c1ccncc1.c1ccncc1.c1ccncc1
F_max, eV Å⁻¹: 10.4
Kohn-Sham gap, eV: 7.14

---

No. 2
A molecular structure, C9H18BrO2Si in a non-equilibrium geometry. Source: the OMol25 dataset; level of theory: wB97M-V/def2-TZVPD.

Geometry (Å):
C 0.787 2.551 -0.430
C -0.372 -0.384 -2.198
C 2.378 -0.698 0.602
C -0.059 -1.132 1.205
C 1.049 -2.365 -0.729
C -2.124 1.331 2.033
C 0.586 0.054 -1.059
C 0.009 1.345 -0.348
C 0.898 -1.018 -0.021
O 0.819 2.057 0.764
O 1.283 3.459 -1.008
Si -1.840 1.645 0.118
Br -3.309 -0.946 -0.321
H -1.135 -0.987 -1.809
H 0.000 -0.970 -2.990
H -0.681 0.516 -2.543
H 2.562 0.333 1.072
H 2.707 -1.469 1.303
H 3.159 -0.713 -0.231
H -1.080 -1.036 0.906
H 0.177 -0.352 1.855
H 0.255 -2.115 1.555
H 1.271 -3.114 0.068
H 0.081 -2.558 -1.101
H 1.806 -2.131 -1.420
H -2.620 2.090 2.622
H -2.625 0.446 2.238
H -1.034 1.099 2.370
H 1.509 0.351 -1.510
H -2.510 1.493 -1.137
H -1.948 3.217 0.144

Force components x, y, z for each atom (eV/Å):
C -0.50 0.20 -0.78
C 1.52 -0.64 2.22
C 0.43 1.06 -1.26
C 1.39 -0.87 -2.39
C -0.41 0.78 2.74
C 2.78 0.03 -1.03
C -0.68 0.38 1.12
C -1.03 -0.91 -1.00
C 2.16 0.50 1.75
O 1.00 -0.72 1.44
O 0.36 0.61 -0.42
Si -0.27 1.68 1.11
Br -0.35 -0.45 0.18
H -1.59 -0.23 0.65
H 1.38 -0.47 -0.90
H -1.73 2.47 -1.63
H -0.86 -1.48 -0.49
H -0.28 0.00 0.12
H -0.99 -0.15 0.73
H -0.73 -0.56 -0.03
H 0.45 1.00 1.44
H -0.74 0.07 0.83
H 0.34 0.27 -0.99
H -0.83 -0.76 -1.01
H 0.94 -0.87 -1.33
H 0.33 0.64 -0.20
H -1.04 -1.82 0.02
H -1.83 0.97 -0.13
H 0.85 0.24 -0.37
H -0.55 -0.17 -0.50
H 0.51 -0.78 0.10

Results
Electronic energy, eV: -91639.9952
Net charge: -1
F_max, eV Å⁻¹: 3.4
ΔE to the lowest compared entry with this formula, charge and spin, kJ/mol: 96.8
Kohn-Sham gap, eV: 7.72

---

No. 3
A molecular structure, C18H35IrN5O6SSb in a non-equilibrium geometry. Source: the OMol25 dataset; level of theory: wB97M-V/def2-TZVPD.

Geometry (Å):
Ir 0.607 0.549 1.396
C 1.777 -0.014 5.385
C 1.637 0.503 4.028
N 0.622 0.072 3.269
O -0.317 -0.749 3.909
C 2.498 1.376 3.375
C 3.649 2.063 3.960
N 2.223 1.523 2.051
O 2.959 2.150 1.253
H 1.804 -1.092 5.384
H 0.891 0.271 5.927
H 2.669 0.444 5.828
H -0.916 -1.110 3.213
H 4.560 1.427 3.893
H 3.398 2.278 5.012
H 3.804 2.974 3.360
C 1.564 -4.195 -5.476
C 0.492 -3.553 -4.621
S -0.639 -4.790 -3.823
O 0.160 -5.811 -3.229
O -1.660 -5.206 -4.767
C -1.596 -3.826 -2.634
C -1.078 -3.861 -1.185
N -1.275 -2.589 -0.460
C -0.365 -1.612 -0.320
N -0.620 -0.799 0.723
C -1.843 -1.233 1.323
C -2.226 -2.347 0.595
N -3.456 -2.914 0.778
O -3.909 -3.593 -0.214
O -3.999 -2.645 1.860
C 0.833 -1.447 -1.188
H 2.334 -3.525 -5.806
H 1.094 -4.608 -6.368
H 2.037 -5.109 -4.979
H -0.178 -2.940 -5.262
H 0.999 -2.965 -3.790
H -2.591 -4.151 -2.573
H -1.586 -2.782 -2.969
H -0.038 -4.097 -1.012
H -1.603 -4.648 -0.599
H -2.479 -0.666 2.007
H 0.452 -1.232 -2.187
H 1.364 -2.403 -1.130
H 1.409 -0.580 -0.784
C -3.109 1.392 -0.820
C -2.761 2.510 0.158
Sb -0.584 2.722 0.493
C -0.386 4.734 1.449
C 0.998 5.404 1.477
C -0.030 3.557 -1.450
C 1.462 3.413 -1.494
H -4.211 1.151 -0.829
H -2.569 0.474 -0.656
H -2.782 1.766 -1.805
H -3.189 2.423 1.197
H -3.063 3.485 -0.258
H -0.763 4.481 2.452
H -1.201 5.365 1.000
H 1.836 4.617 1.580
H 0.988 6.131 2.298
H 1.141 5.939 0.470
H -0.375 4.621 -1.447
H -0.453 3.001 -2.327
H 1.945 3.981 -0.682
H 1.783 3.881 -2.456
H 1.860 2.416 -1.502

Force components x, y, z for each atom (eV/Å):
Ir 0.53 2.53 -1.31
C 0.53 0.73 0.54
C -0.41 -0.80 -0.20
N -1.33 -0.39 1.77
O 0.94 0.29 -0.51
C 0.59 0.00 0.97
C 0.11 0.22 0.25
N -1.31 -1.73 -1.38
O 0.95 1.24 -0.24
H 0.28 -0.37 0.07
H -0.26 0.10 0.59
H -0.33 -0.51 0.21
H 0.64 0.33 0.55
H -0.44 0.42 0.12
H 0.54 0.12 -0.42
H 0.25 -0.24 0.50
C -0.16 -2.60 0.29
C -0.07 0.60 0.97
S -1.03 -0.23 -2.41
O 0.46 0.07 1.11
O 0.89 0.71 0.48
C 1.88 1.15 1.29
C -0.34 -0.84 0.54
N -1.52 1.00 2.47
C 0.09 -0.09 0.09
N -2.59 -1.93 -0.38
C 0.86 -1.06 -2.27
C 3.25 2.38 -0.35
N -3.62 -2.45 -1.15
O 1.04 1.83 3.19
O 0.42 -0.91 -2.09
C -0.55 0.10 0.85
H 0.27 0.53 0.12
H 0.01 0.04 -0.15
H -0.50 1.42 -0.39
H 0.37 -0.06 0.69
H -0.92 -0.52 -0.86
H -1.33 -0.68 -0.63
H -0.06 -0.21 -0.26
H 0.46 -0.13 -0.64
H 0.15 0.66 -0.48
H 0.53 -0.19 -0.11
H 0.43 -0.08 -0.18
H 0.43 0.38 -0.42
H -0.11 -0.83 -0.58
C -0.57 0.61 -0.49
C 0.06 -0.01 1.61
Sb -1.28 2.25 -1.50
C -1.02 -0.80 0.76
C 0.43 -0.80 -1.68
C -0.47 -1.14 -0.29
C 1.07 1.97 -1.13
H 1.13 0.41 -0.06
H 0.16 -0.43 0.27
H -0.48 -0.41 0.11
H 0.17 -0.04 -1.16
H 0.24 -0.27 0.31
H 0.32 0.37 -0.08
H 0.85 -0.73 0.07
H -1.16 1.46 0.09
H 0.35 -0.18 -0.29
H 0.07 -0.66 1.63
H 0.18 -0.95 0.11
H -0.08 0.53 0.94
H 0.00 -0.29 -0.31
H 0.14 -0.28 0.72
H -0.12 -0.60 0.13

Results
Electronic energy, eV: -59153.7716
Net charge: +2
F_max, eV Å⁻¹: 4.5
ΔE to the lowest compared entry with this formula, charge and spin, kJ/mol: 0.0
Kohn-Sham gap (spin up / spin down), eV: 6.16 / 5.48
Spin multiplicity: 5